(1)
The following is a DFT calculation (ωB97M-V with the def2-TZVPD basis set) of 10 unconnected molecules or ions with the total composition C77H168BF8N9O8S4.

Last column: Mulliken charge in e.
Geometry (Å):
B 0.35 0.48 2.02  0.69
F 0.34 -0.14 3.21  0.01
F -0.21 -0.33 0.97  -0.41
F -0.41 1.62 2.15  -0.53
F 1.68 0.79 1.77  -0.67
C -2.16 -1.00 -2.74  -1.48
C -3.63 -0.67 -2.22  1.39
C -4.68 -0.84 -3.42  -0.94
C -6.08 -0.31 -2.92  -0.60
N -7.28 -0.67 -3.80  0.33
C -8.67 -0.32 -3.26  -0.58
C -8.98 -1.47 -2.22  -0.26
C -8.12 -2.61 -2.60  -0.38
C -7.46 -2.18 -3.96  -0.85
C -7.02 -0.07 -5.26  -0.82
C -6.87 1.43 -5.22  0.00
C -7.34 2.21 -6.41  -1.47
H -1.59 -1.25 -1.84  -0.01
H -1.54 -0.19 -3.12  0.44
H -2.09 -1.92 -3.31  0.49
H -3.75 0.40 -2.03  -0.18
H -3.96 -1.25 -1.36  -0.48
H -4.74 -1.86 -3.80  0.32
H -4.31 -0.26 -4.26  0.30
H -6.17 0.76 -2.76  0.55
H -6.30 -0.76 -1.95  -0.07
H -9.32 -0.31 -4.13  0.40
H -8.56 0.69 -2.86  0.35
H -10.03 -1.70 -2.10  0.49
H -8.81 -1.10 -1.21  -0.13
H -8.71 -3.52 -2.66  0.52
H -7.37 -2.76 -1.83  -0.03
H -8.23 -2.29 -4.73  0.50
H -6.53 -2.71 -4.16  0.66
H -7.96 -0.20 -5.81  0.67
H -6.21 -0.62 -5.73  0.45
H -5.89 1.79 -4.91  0.26
H -7.63 1.80 -4.54  0.07
H -8.37 2.53 -6.26  0.38
H -7.34 1.66 -7.35  0.34
H -6.88 3.18 -6.55  0.37
C 7.68 4.07 1.45  -0.69
C 9.11 3.60 1.12  -1.16
C 9.02 2.15 0.86  -0.63
C 8.52 1.83 -0.60  -1.07
N 8.27 0.36 -0.96  0.30
C 8.13 0.32 -2.49  -0.57
C 9.59 0.03 -3.08  -0.71
C 10.48 -0.31 -1.91  -0.66
C 9.55 -0.61 -0.73  -0.72
C 7.07 -0.17 -0.18  -1.21
C 5.69 0.53 -0.37  0.26
C 4.55 -0.13 0.41  -0.40
H 7.06 4.28 0.57  0.26
H 7.83 4.95 2.07  0.48
H 7.03 3.42 2.05  -0.01
H 9.84 3.81 1.90  0.43
H 9.59 4.16 0.32  0.41
H 8.51 1.68 1.70  0.34
H 10.04 1.76 0.89  0.43
H 9.32 2.18 -1.25  0.71
H 7.69 2.48 -0.89  0.56
H 7.52 -0.56 -2.66  0.41
H 7.62 1.23 -2.79  0.46
H 9.56 -0.75 -3.84  0.29
H 9.92 0.93 -3.61  0.34
H 11.05 -1.22 -2.09  0.43
H 11.24 0.42 -1.62  0.33
H 9.19 -1.64 -0.69  0.52
H 9.94 -0.37 0.26  0.48
H 7.44 -0.17 0.84  0.48
H 7.12 -1.21 -0.49  0.46
H 5.42 0.60 -1.42  0.34
H 5.80 1.58 -0.08  0.08
H 3.53 0.20 0.21  0.19
H 4.69 -0.01 1.49  -0.14
H 4.50 -1.18 0.12  -0.01
C -2.72 -3.44 4.60  -0.63
C -2.43 -4.82 4.07  -0.75
C -0.91 -4.93 3.78  -1.01
C -0.39 -3.92 2.68  0.78
N 1.14 -4.19 2.30  0.61
C 1.55 -3.18 1.12  0.41
C 2.72 -3.73 0.34  0.45
C 2.70 -5.24 0.62  -1.09
C 1.38 -5.49 1.49  -0.74
C 2.10 -4.21 3.52  -1.51
C 2.05 -2.91 4.35  1.65
C 2.92 -2.92 5.58  -1.69
H -1.98 -3.16 5.35  0.27
H -3.72 -3.50 5.03  0.44
H -2.64 -2.70 3.80  -0.15
H -3.00 -5.06 3.17  0.27
H -2.72 -5.53 4.84  0.48
H -0.67 -5.96 3.50  0.32
H -0.39 -4.68 4.71  0.24
H -0.46 -2.88 3.01  -0.28
H -0.89 -4.09 1.73  -0.14
H 1.75 -2.22 1.60  -0.39
H 0.59 -3.11 0.60  0.16
H 3.73 -3.32 0.40  -0.02
H 2.43 -3.40 -0.65  -0.16
H 3.59 -5.55 1.16  0.39
H 2.63 -5.94 -0.22  0.42
H 1.61 -6.35 2.13  0.46
H 0.51 -5.66 0.85  0.51
H 3.07 -4.46 3.08  0.61
H 1.82 -5.09 4.09  0.42
H 1.06 -2.58 4.62  -0.15
H 2.47 -2.11 3.74  -0.36
H 2.62 -2.27 6.40  0.29
H 3.91 -2.66 5.22  0.33
H 2.92 -3.93 5.99  0.51
C 2.85 -2.05 -3.38  -1.07
C 2.47 -2.45 -4.82  -0.48
C 3.45 -3.53 -5.47  -0.56
C 3.23 -3.69 -7.00  -1.36
N 4.15 -4.74 -7.72  0.62
C 3.72 -6.16 -7.17  -0.74
C 3.67 -7.07 -8.34  -0.65
C 3.02 -6.21 -9.39  -0.74
C 3.71 -4.82 -9.20  -0.53
C 5.69 -4.54 -7.54  -0.90
C 6.14 -3.16 -8.03  -0.17
C 7.75 -2.87 -8.02  -1.33
H 3.34 -2.89 -2.89  0.53
H 2.04 -1.80 -2.70  0.25
H 3.51 -1.18 -3.36  0.20
H 2.33 -1.56 -5.43  0.40
H 1.54 -3.00 -4.65  0.22
H 3.33 -4.47 -4.94  0.40
H 4.50 -3.27 -5.31  0.34
H 3.39 -2.68 -7.36  0.49
H 2.21 -3.91 -7.28  0.60
H 4.24 -6.63 -6.33  0.30
H 2.67 -6.01 -6.90  0.46
H 4.68 -7.37 -8.60  0.33
H 3.15 -7.99 -8.04  0.42
H 3.15 -6.55 -10.42  0.39
H 1.94 -6.13 -9.24  0.30
H 4.60 -4.76 -9.83  0.45
H 3.05 -3.96 -9.27  0.29
H 6.11 -5.37 -8.11  0.48
H 5.80 -4.73 -6.47  0.42
H 5.62 -2.36 -7.51  0.23
H 5.87 -3.25 -9.08  0.35
H 8.25 -2.74 -7.06  0.33
H 7.98 -2.00 -8.62  0.38
H 8.20 -3.69 -8.58  0.35
C -3.29 3.27 5.42  -1.12
C -3.32 3.70 3.94  0.97
C -4.68 4.09 3.35  -0.66
C -5.68 2.99 3.43  -0.80
N -6.91 3.27 2.58  1.07
C -7.95 2.14 2.84  -0.81
C -8.62 1.78 1.48  -0.95
C -7.51 2.07 0.47  0.80
C -6.63 3.19 1.04  0.14
C -7.67 4.62 2.98  -1.08
C -9.10 4.82 2.45  -0.32
C -9.57 6.24 2.77  -1.53
H -2.29 2.91 5.64  -0.35
H -3.91 2.39 5.60  0.42
H -3.52 4.04 6.15  0.43
H -2.98 2.87 3.32  -0.82
H -2.62 4.52 3.74  0.58
H -4.56 4.45 2.33  0.18
H -4.99 4.92 3.99  0.41
H -5.92 2.87 4.49  0.63
H -5.21 2.07 3.08  -0.09
H -8.55 2.25 3.75  0.42
H -7.42 1.23 3.13  0.29
H -9.51 2.39 1.33  0.44
H -8.86 0.72 1.45  0.50
H -7.85 2.32 -0.54  0.54
H -6.91 1.20 0.22  -0.87
H -6.83 4.19 0.65  0.30
H -5.56 2.95 0.98  -0.47
H -7.09 5.53 2.84  0.52
H -7.77 4.56 4.06  0.53
H -9.71 4.07 2.96  0.37
H -9.20 4.57 1.39  0.27
H -9.43 6.53 3.81  0.36
H -10.60 6.40 2.45  0.41
H -9.01 6.96 2.18  0.38
C 5.93 1.54 4.42  -1.18
C 4.47 0.93 4.46  1.20
C 3.73 1.48 5.60  -0.90
C 2.28 0.94 5.52  0.34
N 1.20 1.61 6.34  0.99
C -0.16 0.94 6.31  -0.18
C -0.84 1.20 7.57  -0.38
C 0.15 1.67 8.55  -0.97
C 1.45 1.53 7.87  -0.82
C 1.07 3.13 5.99  -1.77
C 0.93 3.45 4.49  2.34
C 0.47 4.89 4.29  -2.08
H 6.37 1.51 3.43  -0.09
H 6.64 1.13 5.14  0.44
H 5.70 2.58 4.66  0.40
H 4.53 -0.16 4.47  -0.01
H 3.95 0.99 3.51  -0.50
H 3.65 2.56 5.43  0.33
H 4.16 1.35 6.59  0.38
H 2.22 -0.12 5.76  0.40
H 1.91 1.09 4.51  -1.02
H -0.65 1.22 5.37  0.03
H -0.02 -0.13 6.22  0.23
H -1.60 1.98 7.50  -0.04
H -1.25 0.25 7.91  0.59
H 0.06 2.67 8.98  0.44
H 0.14 1.02 9.42  0.31
H 2.03 2.38 8.21  0.42
H 2.12 0.74 8.21  0.62
H 1.90 3.68 6.44  0.46
H 0.24 3.49 6.59  0.75
H 0.25 2.79 3.95  -0.84
H 1.75 3.17 3.83  -0.20
H 0.22 5.08 3.25  0.25
H 1.26 5.51 4.74  0.53
H -0.31 5.12 5.02  0.57
C 4.04 4.91 1.03  -1.68
C 2.72 4.14 1.19  1.17
C 1.88 4.18 -0.06  -1.28
C 0.53 3.35 0.07  0.13
N -0.49 3.50 -1.12  0.20
C -1.32 4.80 -0.98  -0.81
C -2.36 4.40 0.17  -0.85
C -2.62 2.93 0.11  1.37
C -1.61 2.44 -1.05  -1.16
C 0.20 3.38 -2.58  -0.90
C 0.94 1.99 -2.78  1.48
C 1.70 1.85 -4.13  -1.49
H 4.56 4.36 0.24  0.23
H 4.68 4.83 1.90  0.50
H 3.92 5.94 0.68  0.37
H 2.11 4.69 1.91  -0.24
H 2.97 3.15 1.57  -0.24
H 2.47 3.83 -0.90  0.24
H 1.55 5.14 -0.43  0.47
H 0.04 3.74 0.96  0.05
H 0.77 2.29 0.14  0.01
H -1.76 4.90 -1.97  0.46
H -0.65 5.64 -0.82  0.51
H -3.26 5.01 0.27  0.78
H -1.91 4.65 1.13  0.03
H -3.63 2.65 -0.21  -0.07
H -2.49 2.44 1.08  -0.40
H -2.19 2.53 -1.96  0.43
H -1.21 1.43 -0.94  0.23
H 0.78 4.29 -2.73  0.48
H -0.72 3.42 -3.17  0.65
H 0.21 1.18 -2.75  -0.55
H 1.63 1.67 -2.00  -0.24
H 2.49 1.10 -4.03  0.23
H 2.09 2.78 -4.52  0.45
H 1.09 1.46 -4.95  0.37
N -6.10 -0.95 3.02  -0.49
S -4.96 -0.98 2.01  0.75
O -5.20 -0.25 0.78  -0.78
O -4.10 -2.12 2.00  0.08
F -4.00 0.05 2.83  -0.32
S -6.83 -2.34 2.29  0.97
O -6.65 -3.60 3.02  -0.60
O -7.14 -2.29 0.84  -0.46
F -8.33 -2.00 2.86  -0.33
N -3.13 -5.68 -1.41  -0.57
S -3.14 -4.94 -2.94  0.81
O -1.84 -4.39 -3.52  -0.58
O -4.33 -4.17 -3.21  -0.43
F -3.43 -6.29 -3.74  -0.28
S -3.19 -4.38 -0.72  1.43
O -4.56 -3.89 -0.45  -0.66
O -2.06 -3.49 -0.96  -0.30
F -2.79 -5.02 0.70  -0.36

Output
charge: +4

(2)
The following is a DFT calculation (ωB97M-V with the def2-TZVPD basis set) of 6 unconnected molecules or ions with the total composition C77H55BFO11.

Last column: Mulliken charge in e.
Geometry (Å):
C 5.45 6.68 -5.34  -0.89
C 5.53 5.10 -4.95  -0.44
C 5.26 4.76 -3.37  0.29
C 6.05 5.72 -2.30  -0.16
C 4.88 6.71 -1.63  -0.96
B 6.62 4.80 -1.07  0.54
C 8.04 4.02 -1.37  -0.33
C 8.98 4.70 -2.53  0.53
O 10.13 5.33 -2.17  -0.60
F 8.70 4.64 -4.00  -0.25
H 4.53 6.83 -6.08  0.25
H 6.43 6.93 -5.97  0.20
H 5.42 7.42 -4.44  0.28
H 6.53 4.59 -5.35  0.19
H 4.66 4.55 -5.55  0.27
H 5.59 3.64 -3.20  0.12
H 4.11 4.81 -3.09  -0.32
H 6.83 6.46 -2.78  0.15
H 5.41 7.65 -1.14  0.21
H 4.09 7.06 -2.43  0.18
H 4.40 6.09 -0.74  0.13
H 5.81 3.95 -0.88  -0.40
H 6.63 5.48 -0.10  -0.29
H 8.67 4.07 -0.36  0.14
H 7.93 2.87 -1.61  0.24
C -0.71 2.62 3.42  -0.69
C 0.07 3.73 3.10  -0.58
C 0.91 3.69 1.98  -0.53
C 0.98 2.53 1.20  0.15
C 0.21 1.41 1.53  0.27
C -0.64 1.46 2.64  -0.33
C 0.31 0.17 0.74  0.98
O -0.37 -0.81 1.04  -0.80
C 1.24 0.12 -0.41  0.01
C 1.38 -1.07 -1.13  -0.84
C 2.25 -1.12 -2.23  -0.58
C 2.96 0.02 -2.60  -0.67
C 2.82 1.21 -1.88  -0.71
C 1.97 1.25 -0.77  -0.16
C 1.85 2.50 0.01  0.77
O 2.48 3.50 -0.32  -0.67
H -1.37 2.65 4.29  0.42
H 0.03 4.62 3.71  0.41
H 1.52 4.56 1.73  0.60
H -1.26 0.60 2.91  0.49
H 0.83 -1.96 -0.85  0.73
H 2.36 -2.04 -2.79  0.40
H 3.63 -0.02 -3.46  0.43
H 3.39 2.09 -2.18  0.89
C 2.31 -3.90 3.11  -0.53
C 3.13 -4.80 3.79  -0.56
C 3.40 -4.61 5.14  -0.75
C 2.86 -3.52 5.82  0.50
C 2.05 -2.60 5.14  0.00
C 1.77 -2.80 3.79  -0.82
C 1.52 -1.42 5.84  0.43
O 0.81 -0.62 5.24  -0.66
C 1.85 -1.21 7.26  0.14
C 1.40 -0.06 7.92  -0.48
C 1.70 0.14 9.27  -0.51
C 2.44 -0.80 9.97  -0.45
C 2.91 -1.95 9.31  -0.55
C 2.62 -2.14 7.95  0.22
C 3.14 -3.34 7.26  0.58
O 3.80 -4.17 7.87  -0.69
H 2.09 -4.05 2.06  0.68
H 3.56 -5.64 3.26  0.40
H 4.04 -5.32 5.66  0.46
H 1.13 -2.10 3.25  0.87
H 0.81 0.69 7.38  0.49
H 1.35 1.04 9.78  0.39
H 2.67 -0.65 11.02  0.38
H 3.49 -2.68 9.86  0.45
C -1.50 -5.26 -1.24  -0.74
C -0.96 -4.85 -0.02  -0.06
C -0.39 -5.79 0.85  -0.89
C -0.39 -7.15 0.50  0.19
C -0.96 -7.56 -0.70  0.22
C -1.51 -6.62 -1.58  -0.84
C -1.00 -9.00 -1.05  0.63
O -1.49 -9.36 -2.11  -0.68
C -0.44 -9.98 -0.10  0.10
C -0.53 -11.35 -0.40  -0.54
C 0.00 -12.29 0.49  -0.44
C 0.63 -11.87 1.66  -0.47
C 0.71 -10.51 1.96  -0.51
C 0.17 -9.57 1.08  0.23
C 0.23 -8.13 1.42  0.50
O 0.77 -7.76 2.45  -0.69
H -1.93 -4.53 -1.92  0.52
H -0.97 -3.80 0.25  0.66
H 0.03 -5.46 1.79  0.66
H -1.94 -6.93 -2.53  0.46
H -1.02 -11.69 -1.31  0.45
H -0.07 -13.35 0.26  0.39
H 1.05 -12.60 2.34  0.39
H 1.20 -10.19 2.87  0.46
C -4.46 -1.94 0.42  -0.40
C -5.53 -1.38 1.12  -0.69
C -6.83 -1.55 0.65  -0.58
C -7.07 -2.27 -0.53  0.32
C -6.00 -2.81 -1.24  0.21
C -4.69 -2.66 -0.75  -0.67
C -6.23 -3.54 -2.50  0.53
O -5.29 -4.02 -3.12  -0.69
C -7.61 -3.67 -3.01  0.13
C -7.84 -4.30 -4.24  -0.52
C -9.14 -4.44 -4.73  -0.46
C -10.22 -3.95 -3.98  -0.44
C -9.99 -3.32 -2.76  -0.54
C -8.68 -3.16 -2.28  0.15
C -8.45 -2.46 -1.00  0.64
O -9.40 -2.03 -0.35  -0.68
H -3.44 -1.82 0.79  0.63
H -5.35 -0.81 2.03  0.42
H -7.66 -1.11 1.20  0.45
H -3.85 -3.09 -1.30  0.52
H -7.00 -4.68 -4.83  0.45
H -9.31 -4.92 -5.68  0.39
H -11.23 -4.07 -4.36  0.39
H -10.84 -2.94 -2.19  0.45
C -2.74 10.66 -2.35  -0.47
C -4.07 10.23 -2.28  -0.43
C -4.35 8.86 -2.23  -0.54
C -3.30 7.93 -2.26  0.17
C -1.98 8.36 -2.35  0.19
C -1.70 9.74 -2.38  -0.50
C -0.87 7.39 -2.42  0.41
O 0.29 7.77 -2.50  -0.68
C -1.19 5.95 -2.42  0.26
C -0.15 5.01 -2.55  -0.97
C -0.44 3.64 -2.53  -0.43
C -1.75 3.21 -2.37  -0.52
C -2.79 4.14 -2.25  -0.75
C -2.50 5.51 -2.28  0.34
C -3.61 6.48 -2.18  0.62
O -4.76 6.10 -2.05  -0.70
H -2.52 11.73 -2.38  0.38
H -4.88 10.95 -2.27  0.39
H -5.38 8.52 -2.18  0.44
H -0.67 10.09 -2.44  0.47
H 0.88 5.34 -2.67  0.80
H 0.37 2.92 -2.64  0.54
H -1.97 2.14 -2.35  0.48
H -3.81 3.79 -2.13  0.46

Output
charge: -1

no.,HOMO-LUMO gap (eV)
1,7.653
2,4.980